No. 1
# C6H15N2O

2 unconnected molecules or ions with the total composition C6H15N2O (ωB97M-V/def2-TZVPD, the OMol25 dataset).

The geometry in ORCA input format:
```
! RIJCOSX wB97M-V def2-TZVPD def2/J DEFGRID3
* xyz 1 1
C 1.30 -1.33 0.03
C 0.95 -1.74 1.46
C -0.95 -0.57 0.60
C -1.64 0.81 1.03
C -1.80 -1.76 0.04
C 0.98 2.06 -0.80
N 1.64 2.68 -1.71
N 0.21 -0.33 -0.41
O -0.24 -0.96 1.73
H 2.19 -0.68 0.11
H 1.43 -2.11 -0.74
H 0.58 -2.73 1.41
H 1.74 -1.45 2.10
H -2.10 1.10 0.09
H -1.00 1.50 1.45
H -2.39 0.63 1.84
H -2.86 -1.61 0.40
H -1.56 -2.65 0.55
H -1.81 -1.89 -1.06
H -0.06 1.83 -1.03
H 1.33 1.87 0.23
H 2.62 2.98 -1.54
H 1.40 3.04 -2.62
H -0.11 -0.60 -1.33
*
```

Summary:
Kohn-Sham gap = 8.41 eV
HOMO = -12.93 eV
LUMO = -0.1661 Eh

=====

No. 2
# C6H15N3

A molecular structure, C6H15N3 (ωB97M-V/def2-TZVPD, the OMol25 dataset).

The geometry in ORCA input format:
```
! RIJCOSX wB97M-V def2-TZVPD def2/J DEFGRID3
* xyz 0 1
C -1.05 1.55 1.25
N -2.25 -0.83 -1.07
N -1.78 -0.29 0.14
N -1.22 0.87 -0.03
H -3.13 -1.30 -0.89
H -2.34 -0.10 -1.77
H -0.79 0.87 2.07
H -1.98 2.07 1.49
H -0.26 2.30 1.14
C 0.49 -1.68 0.34
C 1.93 0.00 1.52
C 0.62 0.16 -2.15
C 1.20 -0.44 0.27
C 0.91 0.48 -0.72
H 1.33 1.48 -0.58
H 0.79 -2.37 1.12
H -0.78 -1.18 0.52
H 2.13 1.07 1.52
H 1.37 -0.24 2.43
H 2.89 -0.52 1.59
H 0.24 -2.17 -0.59
H 1.56 0.17 -2.73
H 0.15 -0.82 -2.27
H -0.04 0.91 -2.58
*
```

Summary:
Kohn-Sham gap (spin up / spin down) = 8.96 / 8.96 eV
HOMO (spin up / spin down) = -7.91 / -7.91 eV
LUMO (spin up / spin down) = 0.0388 / 0.0388 Eh

=====

No. 3
# C6H15N3O2

2 unconnected molecules or ions with the total composition C6H15N3O2 (ωB97M-V/def2-TZVPD, the OMol25 dataset).

The geometry in ORCA input format:
```
! RIJCOSX wB97M-V def2-TZVPD def2/J DEFGRID3
* xyz 0 1
C -2.30 -1.62 1.58
C -3.73 -1.72 1.98
C -1.65 -1.84 0.08
O -0.88 -0.91 -0.21
O -2.04 -2.80 -0.60
H -4.31 -0.82 2.16
H -3.68 -2.34 2.90
H -4.49 -2.11 1.31
H -1.84 -0.69 1.97
H -1.69 -2.43 2.05
C 0.47 1.61 -1.12
C 0.61 2.55 0.09
C 2.45 0.30 -1.24
N 1.77 1.32 -1.76
N 1.91 -0.52 -0.30
N 3.80 0.20 -1.39
H -0.26 0.77 -1.00
H -0.12 2.18 -1.83
H 1.35 2.33 0.83
H -0.41 2.64 0.47
H 2.37 2.10 -2.01
H 0.89 -0.65 -0.41
H 2.48 -1.22 0.15
H 4.12 0.78 -2.15
H 4.31 -0.65 -1.18
H 0.85 3.52 -0.34
*
```

Summary:
Kohn-Sham gap = 6.86 eV
HOMO = -7.18 eV
LUMO = -0.0118 Eh

=====

No. 4
# C6H15N4

2 unconnected molecules or ions with the total composition C6H15N4 (ωB97M-V/def2-TZVPD, the OMol25 dataset).

The geometry in ORCA input format:
```
! RIJCOSX wB97M-V def2-TZVPD def2/J DEFGRID3
* xyz 1 1
C 1.61 -1.60 -1.91
C 0.71 -1.39 -3.05
C 1.03 0.48 -1.70
C -1.97 0.26 2.01
C -0.15 1.82 1.92
C 0.33 -0.57 1.61
N 1.77 -0.53 -1.16
N 0.42 0.06 -2.79
N -0.88 0.44 -0.10
N -0.68 0.52 1.26
H 2.30 -2.37 -1.85
H 1.03 -1.36 -4.07
H -0.13 -1.99 -2.93
H 1.12 1.55 -1.39
H -2.69 1.10 1.74
H -2.27 -0.83 1.78
H -1.90 0.50 3.13
H -0.30 1.52 3.02
H 0.89 1.93 1.68
H -0.70 2.72 1.62
H -0.20 -1.52 1.67
H 1.03 -0.68 0.82
H 0.94 -0.35 2.48
H -0.07 0.71 -3.44
H -1.25 -0.43 -0.35
*
```

Summary:
Kohn-Sham gap (spin up / spin down) = 6.80 / 6.80 eV
HOMO (spin up / spin down) = -11.16 / -11.16 eV
LUMO (spin up / spin down) = -0.1603 / -0.1603 Eh